[1]
Molecular formula: C9H16AlBr2F4I2NO
Method: DFT, ωB97M-V/def2-TZVPD

XYZ file:
```
36
Properties=species:S:1:pos:R:3
C 3.949 0.525 -0.480
C 2.817 1.558 -0.387
C 1.465 0.995 -0.853
I 1.765 0.174 -2.852
C 0.493 2.187 -0.994
N -0.722 1.942 -0.174
C -1.268 0.557 -0.477
C -2.685 0.541 0.112
Br -2.612 0.966 2.024
C -3.615 -0.647 -0.194
C -3.544 -1.169 -1.636
Br -3.490 -2.089 1.126
C -0.243 -0.396 0.143
I -0.219 -2.378 -0.705
O 1.093 0.082 0.118
H 4.438 0.557 -1.447
H 4.717 0.728 0.262
H 3.562 -0.470 -0.281
H 3.082 2.383 -1.049
H 2.725 1.919 0.636
H 0.249 2.437 -2.019
H 0.970 3.078 -0.589
H -0.433 1.941 0.810
H -1.436 2.658 -0.304
H -1.231 0.450 -1.559
H -3.193 1.404 -0.319
H -4.619 -0.266 -0.051
H -4.551 -1.193 -2.046
H -2.947 -0.558 -2.306
H -3.211 -2.198 -1.638
H -0.482 -0.566 1.190
F 3.279 -2.221 2.770
Al 1.843 -3.041 3.202
F 1.890 -3.491 4.841
F 1.655 -4.420 2.214
F 0.508 -1.978 2.916
```

Summary:
E_LUMO (eV): -1.31
2S+1: 1
Charge: 0
Orbital gap (eV): 8.194
Max |F| (eV Å⁻¹): 1.25


[2]
Molecular formula: C4H10OS
Method: DFT, ωB97M-V/def2-TZVPD

XYZ file:
```
16
Properties=species:S:1:pos:R:3
C -1.723 0.804 -2.051
C -0.307 1.223 -1.837
O -0.030 2.346 -1.267
H -2.326 1.701 -2.282
H -1.845 -0.016 -2.792
H -2.050 0.374 -1.069
H 0.403 0.486 -1.781
C 0.212 -2.102 0.334
S 0.374 -1.121 1.875
C 1.119 0.361 1.072
H -0.435 -1.470 -0.359
H 1.194 -2.474 0.016
H -0.444 -2.929 0.757
H 1.958 0.790 1.729
H 0.419 1.058 0.681
H 1.580 -0.061 0.136
```

Summary:
E_LUMO (eV): 0.33
2S+1: 1
Charge: 0
Orbital gap (eV): 8.942
Energy relative to the best compared isomer or geometry (same formula, charge and spin) (kJ/mol): 156.85
Max |F| (eV Å⁻¹): 7.08
Structure (SMILES): CC=O.CSC


[3]
Molecular formula: CH3BrN2
Method: DFT, ωB97M-V/def2-TZVPD

XYZ file:
```
7
Properties=species:S:1:pos:R:3
C 0.759 0.007 -0.147
N 1.641 -0.525 0.590
N 2.435 -1.024 1.233
Br -2.599 0.158 0.094
H 0.880 1.081 -0.017
H -0.069 -0.480 -0.565
H -3.047 0.783 -1.188
```

Summary:
E_LUMO (eV): 0.41
2S+1: 1
Charge: 0
Orbital gap (eV): 8.952
Energy relative to the best compared isomer or geometry (same formula, charge and spin) (kJ/mol): 33.75
Max |F| (eV Å⁻¹): 3.05


[4]
Molecular formula: C4H5N3O
Method: DFT, ωB97M-V/def2-TZVPD

XYZ file:
```
13
Properties=species:S:1:pos:R:3
C 0.738 1.148 0.330
C 1.503 0.314 -0.273
O 1.317 -0.984 -0.621
C 0.521 -1.811 0.131
N -0.687 -1.584 0.503
N -1.768 -1.037 -0.293
C -1.718 0.237 -0.377
N -0.833 1.125 0.081
H 1.416 1.818 0.890
H 2.423 0.707 -0.457
H 0.949 -2.509 0.765
H -2.741 0.517 -0.738
H -1.120 2.058 0.062
```

Summary:
E_LUMO (eV): 0.69
2S+1: 1
Charge: 0
Orbital gap (eV): 9.237
Energy relative to the best compared isomer or geometry (same formula, charge and spin) (kJ/mol): 588.03
Max |F| (eV Å⁻¹): 4.83
Structure (SMILES): c1cocnnc[nH]1


| no. | calculated total energy (eV) |
| --- | --- |
| 1 | -186889.8338 |
| 2 | -17191.1997 |
| 3 | -74105.9795 |
| 4 | -10741.5202 |